1.
{
  "formula": "C12H34O5",
  "method": "ωB97M-V/def2-TZVPD",
  "total_charge": 1,
  "homo_energy_ev": [-12.4, -12.4],
  "multiplicity": 2,
  "gap_ha": [0.347, 0.105],
  "e_tot_ev": -23221.2541,
  "relative_energy_kcal_mol": 17.1,
  "s_squared": 0.754,
  "species": ["C", "C", "C", "O", "H", "H", "H", "H", "H", "H", "H", "H", "C", "C", "C", "O", "H", "H", "H", "H", "H", "H", "H", "H", "C", "C", "C", "O", "H", "H", "H", "H", "H", "H", "H", "H", "C", "C", "C", "O", "H", "H", "H", "H", "H", "H", "H", "H", "O", "H", "H"],
  "coordinates": [[4.74970, 2.58469, 0.14033], [3.34353, 2.47373, -0.48196], [2.59117, 3.83417, -0.47305], [3.68519, 2.17758, -1.89776], [4.56012, 2.82342, 1.18683], [5.23219, 3.42195, -0.36395], [5.29128, 1.64207, 0.06112], [2.71221, 1.67410, -0.09448], [2.76446, 4.18842, 0.54311], [1.57129, 3.66430, -0.81815], [2.98588, 4.47380, -1.26247], [4.17643, 1.36952, -2.06306], [-1.32415, -0.09673, 1.89213], [-0.89505, 1.06207, 1.06370], [-0.69172, 2.34668, 1.82720], [0.32251, 0.62495, 0.53761], [-0.49530, -0.56482, 2.42317], [-1.79858, -0.88275, 1.30460], [-2.07282, 0.20506, 2.62461], [-1.59864, 1.10703, 0.23241], [-0.32727, 3.20470, 1.26232], [-0.25221, 2.19682, 2.81334], [-1.72148, 2.66740, 1.98478], [0.29709, -0.29567, 0.26667], [-0.55548, 1.73696, -2.56941], [-1.83720, 1.46957, -3.35775], [-2.56425, 0.27828, -2.84637], [-2.67027, 2.63037, -3.07574], [-0.01339, 2.58581, -2.98620], [0.13930, 0.90354, -2.67332], [-0.79947, 1.94750, -1.52814], [-1.75849, 1.44445, -4.44462], [-3.64374, 0.28676, -2.99712], [-2.31940, 0.02608, -1.81460], [-2.10159, -0.64634, -3.19150], [-2.70229, 2.85493, -2.14292], [-0.05699, -4.97321, 1.47698], [-1.05002, -4.32859, 2.42674], [-2.51333, -4.25909, 1.92095], [-1.02625, -5.18951, 3.54906], [-0.46077, -5.84693, 0.96543], [0.91859, -5.25122, 1.87579], [0.15629, -4.30390, 0.64353], [-0.73967, -3.34107, 2.76819], [-3.07667, -5.15354, 2.18686], [-2.61768, -4.02798, 0.86086], [-3.00711, -3.38658, 2.34874], [-1.87998, -5.62851, 3.55211], [0.88316, -1.97897, -0.86143], [1.69781, -1.53296, -1.09306], [0.49322, -2.21842, -1.70217]],
  "forces_ev_per_angstrom": [[-1.816, 0.146, 0.798], [2.022, 0.283, -2.466], [0.754, -1.769, -0.621], [-1.666, 0.638, 0.055], [0.650, 0.047, 0.289], [0.245, -0.246, 0.135], [0.106, 0.201, -0.034], [0.100, -0.113, 0.274], [-0.695, 0.615, -0.208], [-0.322, 0.125, 0.706], [0.504, 0.163, 0.426], [0.081, -0.116, 0.648], [-1.110, -2.346, 1.122], [2.033, 1.078, 0.443], [-1.725, 0.505, -0.501], [0.307, 1.546, 0.223], [0.028, 0.266, 0.144], [0.048, 0.003, -0.173], [0.051, 0.354, -0.002], [-0.418, 0.214, -0.560], [0.749, -0.405, -0.045], [0.334, -0.012, -0.295], [-0.193, 0.068, 0.507], [-0.087, -1.776, -1.012], [0.607, -0.301, -1.376], [-0.852, 1.905, 1.792], [0.508, -1.956, 0.419], [-0.164, 0.065, -1.147], [-0.166, 0.154, 0.114], [0.097, -0.265, 0.374], [0.027, -0.086, -0.061], [0.346, 0.120, 0.147], [0.242, -0.022, -0.139], [-0.436, 0.929, 0.868], [-0.343, -0.180, -1.137], [0.194, -0.279, 0.096], [0.083, 0.744, -1.689], [-0.215, -1.404, -0.179], [0.506, 1.189, -0.275], [-0.425, 0.089, 0.979], [-0.269, -0.225, 0.415], [-0.302, 0.143, 0.559], [0.114, 0.333, -0.164], [0.245, 0.143, -0.114], [0.017, -0.015, -0.276], [0.273, -0.561, -0.271], [-0.165, -0.180, 0.580], [0.131, -0.229, 0.429], [-0.313, 0.668, 0.681], [0.503, -0.059, -0.181], [-0.224, -0.184, -0.295]],
  "mulliken_charge": [-1.236, 0.875, -1.068, -0.574, 0.382, 0.287, 0.401, -0.179, 0.342, 0.132, 0.389, 0.302, -1.881, 1.421, -1.524, 0.049, 0.462, 0.506, 0.456, -0.026, 0.345, 0.371, 0.473, 0.313, -0.678, 0.312, -0.958, -0.535, 0.351, 0.374, -0.234, 0.372, 0.344, -0.004, 0.374, 0.299, -1.085, 0.822, -1.337, -0.517, 0.297, 0.367, 0.143, -0.034, 0.450, 0.296, 0.317, 0.288, -0.663, 0.297, 0.323]
}

2.
{
  "formula": "C12H34O5P",
  "method": "ωB97M-V/def2-TZVPD",
  "total_charge": -1,
  "homo_energy_ev": -2.9,
  "gap_ha": 0.201,
  "e_tot_ev": -32516.0346,
  "relative_energy_kcal_mol": 49.6,
  "species": ["O", "C", "C", "C", "C", "P", "H", "H", "H", "H", "H", "H", "H", "H", "H", "H", "H", "H", "H", "H", "C", "O", "C", "C", "O", "C", "H", "H", "H", "H", "H", "H", "H", "H", "H", "H", "C", "O", "C", "C", "O", "C", "H", "H", "H", "H", "H", "H", "H", "H", "H", "H"],
  "coordinates": [[0.96528, 1.26899, 0.23113], [0.46138, 2.14827, -0.79059], [-1.03024, 2.40030, -0.67151], [-1.86532, 1.16231, -0.98568], [-3.35811, 1.31128, -0.71228], [-4.26892, 2.83488, -1.46485], [1.00090, 1.76745, 1.05733], [0.69673, 1.63778, -1.72988], [1.02228, 3.09177, -0.77349], [-1.31405, 3.22475, -1.33137], [-1.24696, 2.74679, 0.35011], [-1.70934, 0.90410, -2.04322], [-1.44805, 0.32600, -0.40480], [-3.88124, 0.43966, -1.13504], [-3.54447, 1.29972, 0.37123], [-5.13270, 1.94465, -2.29836], [-5.26430, 2.79312, -0.35237], [-3.40546, 3.74477, -0.65068], [-3.25686, 2.87453, -2.57691], [-4.95510, 4.01098, -2.04429], [-2.26533, -0.69966, 2.50684], [-3.13048, -1.29630, 1.56640], [-2.46900, -2.14001, 0.64595], [-2.75297, -3.60085, 0.91779], [-2.24040, -4.04175, 2.16743], [-3.19598, -4.01752, 3.20643], [-2.88979, -0.14729, 3.20780], [-1.67971, -1.44841, 3.05205], [-1.58139, 0.00292, 2.01724], [-1.38871, -1.95958, 0.66435], [-2.83093, -1.88682, -0.35598], [-2.28118, -4.20718, 0.13983], [-3.83488, -3.77417, 0.87507], [-3.97243, -4.77592, 3.04619], [-3.67406, -3.03948, 3.29364], [-2.66999, -4.24568, 4.13288], [5.35328, -2.01568, -0.80140], [4.33171, -1.11386, -1.16014], [4.02337, -0.16680, -0.14473], [4.66211, 1.17650, -0.41254], [6.08327, 1.12787, -0.39879], [6.65588, 1.07547, -1.68764], [5.58880, -2.60594, -1.68640], [6.25597, -1.49704, -0.46450], [5.02225, -2.69438, -0.00620], [4.35188, -0.54565, 0.83016], [2.94139, -0.02747, -0.11597], [4.34629, 1.87704, 0.36490], [4.30796, 1.56256, -1.37457], [6.50462, 2.01804, -2.22690], [6.23732, 0.26090, -2.28446], [7.72564, 0.91404, -1.55921]],
  "forces_ev_per_angstrom": [[0.190, 0.151, 0.206], [-0.021, -0.064, -0.063], [0.046, 0.038, 0.143], [0.074, -0.040, -0.095], [-0.127, -0.197, 0.067], [0.051, 0.046, -0.055], [-0.162, -0.107, -0.172], [-0.064, 0.074, 0.018], [-0.005, -0.047, 0.008], [-0.004, -0.077, 0.015], [0.016, -0.006, -0.091], [0.004, 0.076, 0.059], [-0.034, 0.000, -0.091], [0.023, 0.029, 0.128], [0.002, 0.150, -0.064], [0.015, 0.033, 0.021], [0.045, -0.031, -0.078], [-0.065, 0.012, 0.035], [0.002, 0.046, -0.001], [0.028, -0.065, 0.022], [-0.017, 0.121, -0.042], [0.008, -0.183, 0.171], [0.016, 0.080, -0.146], [-0.087, -0.003, 0.026], [0.028, 0.009, -0.009], [0.014, 0.025, 0.019], [0.011, 0.010, 0.001], [-0.004, -0.006, 0.009], [0.010, -0.014, 0.001], [-0.010, -0.009, 0.006], [0.021, -0.007, -0.008], [0.016, 0.005, -0.007], [0.011, -0.016, -0.007], [-0.005, 0.006, -0.016], [-0.005, 0.003, 0.006], [-0.002, -0.016, -0.004], [0.006, -0.006, -0.011], [0.022, 0.029, -0.026], [0.007, -0.043, 0.033], [-0.021, 0.060, -0.052], [0.009, -0.037, 0.022], [0.010, -0.008, 0.002], [-0.005, -0.010, 0.005], [0.007, -0.002, -0.004], [-0.002, 0.013, 0.012], [-0.010, 0.010, 0.001], [-0.016, -0.036, -0.009], [-0.007, -0.004, 0.007], [-0.007, 0.007, 0.011], [-0.017, -0.002, 0.001], [0.005, -0.006, -0.005], [0.002, 0.012, -0.002]],
  "mulliken_charge": [-0.446, -0.789, -0.396, -0.054, -1.104, -0.184, 0.256, 0.282, 0.372, 0.361, 0.235, 0.237, -0.057, 0.287, 0.162, -0.039, -0.037, -0.069, -0.087, 0.071, -0.591, -0.303, -0.304, -0.718, -0.369, -0.643, 0.217, 0.414, 0.111, 0.311, 0.331, 0.385, 0.363, 0.313, 0.271, 0.226, -0.727, -0.369, -0.342, -0.386, -0.396, -0.711, 0.243, 0.310, 0.318, 0.294, 0.248, 0.312, 0.313, 0.318, 0.313, 0.245]
}